The following is a DFT calculation (wB97M-V/def2-TZVPD) of C28H42CaNO24 as an isolated structure at a distorted geometry.

Each line ends with the Mulliken charge.
Geometry (Å):
Ca 0.435 -0.220 -0.071  2.719
N 3.021 -0.361 1.318  0.776
O 1.955 -0.679 1.911  -0.395
O 2.885 0.123 0.153  -0.463
O 4.114 -0.525 1.815  -0.727
C -4.698 1.569 3.506  -1.384
C -3.343 2.215 3.630  0.461
C -2.492 1.641 4.771  -0.552
O -1.345 1.092 4.121  -0.350
C -1.459 1.202 2.790  0.151
O -0.682 0.757 2.010  -0.142
O -2.563 1.899 2.458  -0.069
H -5.242 1.860 2.610  0.269
H -5.331 1.899 4.341  0.429
H -4.631 0.485 3.603  0.332
H -3.422 3.301 3.672  0.271
H -3.013 0.830 5.282  0.280
H -2.153 2.359 5.513  0.293
C -3.134 -4.648 -4.193  -1.499
C -1.847 -3.915 -3.912  0.493
C -1.566 -2.720 -4.806  -0.613
O -0.844 -1.846 -3.925  -0.215
C -1.223 -2.133 -2.657  0.326
O -0.994 -1.432 -1.723  -0.023
O -1.890 -3.290 -2.611  -0.300
H -3.984 -3.967 -4.212  0.344
H -3.280 -5.428 -3.451  0.363
H -3.052 -5.069 -5.197  0.403
H -1.010 -4.615 -3.945  0.285
H -2.458 -2.194 -5.151  0.305
H -0.939 -2.960 -5.662  0.314
C 2.056 6.109 1.844  -1.516
C 1.077 5.469 0.886  0.469
C 1.559 5.441 -0.583  -0.656
O 1.354 4.098 -0.997  -0.259
C 1.058 3.330 0.062  0.183
O 0.886 2.153 0.046  -0.260
O 0.955 4.067 1.187  -0.280
H 2.935 5.480 1.950  0.359
H 1.571 6.266 2.808  0.362
H 2.331 7.100 1.477  0.407
H 0.077 5.899 0.939  0.301
H 2.613 5.697 -0.689  0.332
H 0.953 6.117 -1.182  0.332
C 4.640 2.978 -2.866  -1.217
C 3.551 2.403 -3.741  0.427
C 3.898 1.021 -4.325  -0.517
O 2.800 0.198 -3.959  -0.340
C 2.055 0.842 -3.038  0.206
O 1.209 0.318 -2.382  -0.416
O 2.362 2.139 -2.989  -0.147
H 5.470 3.322 -3.478  0.420
H 4.987 2.246 -2.134  0.342
H 4.213 3.796 -2.280  0.105
H 3.306 3.111 -4.532  0.291
H 4.835 0.618 -3.938  0.287
H 4.014 1.055 -5.409  0.325
C 5.397 -4.324 0.215  -1.466
C 3.923 -4.640 0.116  0.495
C 3.172 -4.530 1.464  -0.689
O 2.011 -3.775 1.138  0.028
C 2.153 -3.228 -0.080  0.038
O 1.378 -2.456 -0.555  -0.138
O 3.278 -3.639 -0.677  -0.316
H 5.841 -4.311 -0.779  0.355
H 5.920 -5.024 0.865  0.387
H 5.513 -3.323 0.637  0.330
H 3.778 -5.629 -0.324  0.262
H 3.785 -3.994 2.189  0.333
H 2.880 -5.506 1.841  0.369
C -4.255 4.542 -1.778  -1.657
C -4.196 3.285 -0.954  0.582
C -4.674 1.984 -1.650  -0.447
O -3.503 1.191 -1.752  -0.314
C -2.523 1.728 -0.996  0.058
O -1.515 1.172 -0.713  -0.247
O -2.820 2.990 -0.642  -0.202
H -5.274 4.782 -2.091  0.431
H -3.642 4.514 -2.679  0.372
H -3.936 5.381 -1.156  0.358
H -4.721 3.475 -0.019  0.128
H -5.055 2.213 -2.642  0.343
H -5.434 1.504 -1.036  0.262
C -0.079 -5.346 4.035  -1.423
C -1.165 -4.369 3.639  0.443
C -1.153 -3.037 4.423  -0.714
O -1.096 -2.046 3.416  -0.152
C -0.917 -2.611 2.210  0.165
O -0.748 -2.001 1.199  -0.272
O -0.953 -3.944 2.287  -0.329
H 0.889 -4.846 4.041  0.285
H -0.063 -6.160 3.309  0.355
H -0.294 -5.780 5.011  0.423
H -2.149 -4.836 3.714  0.275
H -0.287 -2.991 5.084  0.324
H -2.052 -2.916 5.024  0.341

For the total energy, the calculation gives -3630.30905 a.u. As for the net charge: +1. The value obtained for the energy above the lowest of the compared OMol25 structures with the same formula, charge and spin is 0.0 kcal per mole. The highest occupied orbital energy comes out at -10.44 eV. The value obtained for the largest force on an atom is 1.1 eV/A.